Entry 1:
Molecular formula: C44H31Cl5CoF9N3O2P
Method: DFT, wB97M-V/def2-TZVPD

Last column: Mulliken spin population.
Element x y z (Å)
1 Co 0.10 -0.42 0.58  2.659
2 O 4.01 2.97 -0.71  -0.001
3 C 4.69 1.81 -0.80  -0.001
4 C 6.07 1.87 -0.99  0.001
5 C 6.82 0.71 -1.11  -0.001
6 C 6.20 -0.53 -1.06  0.000
7 C 4.82 -0.59 -0.85  0.002
8 C 4.05 0.56 -0.72  0.005
9 C 2.59 0.44 -0.46  -0.002
10 O 2.11 -0.73 -0.19  0.042
11 N 1.89 1.55 -0.51  0.018
12 N 0.58 1.29 -0.14  0.075
13 C -0.35 2.20 -0.66  -0.015
14 C -1.74 1.80 -0.18  0.009
15 C -2.84 2.61 -0.46  0.000
16 C -4.10 2.20 -0.09  0.001
17 C -4.25 0.98 0.55  0.003
18 C -3.12 0.24 0.81  0.012
19 N -1.89 0.63 0.46  -0.003
20 H 3.04 2.70 -0.62  -0.002
21 H 6.54 2.85 -1.03  0.000
22 H 7.89 0.78 -1.26  0.000
23 H 6.77 -1.44 -1.16  0.000
24 H 4.31 -1.53 -0.78  0.005
25 H -0.16 3.23 -0.33  0.008
26 H -2.68 3.56 -0.97  0.000
27 H -4.97 2.82 -0.31  0.000
28 H -5.22 0.61 0.85  0.000
29 H -3.18 -0.71 1.33  0.004
30 Cl -0.52 -0.47 -2.29  0.006
31 C -0.35 1.11 -3.00  0.003
32 C -0.35 2.26 -2.22  0.026
33 C -0.25 3.47 -2.89  0.003
34 Cl -0.29 4.97 -2.01  0.000
35 C -0.14 3.55 -4.28  -0.001
36 Cl -0.03 5.08 -5.08  0.000
37 C -0.13 2.38 -5.03  0.001
38 Cl 0.03 2.45 -6.75  0.000
39 C -0.24 1.15 -4.39  -0.001
40 Cl -0.25 -0.30 -5.32  0.000
41 F -4.77 -6.62 -2.50  0.000
42 C -3.70 -6.05 -3.08  0.000
43 F -2.96 -7.06 -3.59  0.000
44 F -4.15 -5.33 -4.11  0.000
45 C -2.91 -5.23 -2.10  0.000
46 C -2.94 -3.86 -2.14  0.005
47 C -2.21 -3.12 -1.21  0.007
48 C -1.45 -3.76 -0.24  -0.005
49 C -1.44 -5.16 -0.20  -0.003
50 C -2.16 -5.89 -1.12  0.001
51 P -0.46 -2.72 0.94  -0.043
52 C 1.04 -3.76 1.02  0.007
53 C 1.31 -4.70 2.02  -0.003
54 C 2.49 -5.41 2.02  0.000
55 C 3.42 -5.20 1.02  -0.001
56 C 3.16 -4.29 0.00  -0.001
57 C 1.98 -3.57 0.00  -0.010
58 C 4.74 -5.92 1.06  0.000
59 F 5.64 -5.27 1.83  0.000
60 F 5.29 -6.06 -0.15  0.000
61 F 4.61 -7.16 1.58  0.000
62 C -1.38 -3.10 2.48  0.005
63 C -0.77 -2.93 3.73  0.014
64 C -1.51 -3.02 4.89  0.001
65 C -2.87 -3.26 4.83  0.003
66 C -3.49 -3.44 3.61  -0.001
67 C -2.75 -3.36 2.44  -0.006
68 C -3.67 -3.36 6.11  0.000
69 F -3.60 -4.60 6.64  0.000
70 F -4.97 -3.09 5.91  0.000
71 F -3.22 -2.51 7.05  0.000
72 H -3.52 -3.35 -2.90  0.000
73 H -2.25 -2.04 -1.23  0.004
74 H -0.86 -5.67 0.55  0.001
75 H -2.15 -6.97 -1.09  0.000
76 H 0.58 -4.89 2.80  0.000
77 H 2.70 -6.13 2.81  0.000
78 H 3.89 -4.12 -0.78  0.000
79 H 1.80 -2.82 -0.76  0.015
80 H 0.29 -2.72 3.78  -0.001
81 H -1.02 -2.87 5.85  0.000
82 H -4.55 -3.65 3.56  0.000
83 H -3.24 -3.51 1.49  0.001
84 C 2.65 -1.19 2.97  -0.012
85 C 1.91 0.14 3.08  -0.047
86 C 2.03 0.67 4.51  0.009
87 C 0.45 0.04 2.63  0.219
88 H 3.71 -1.08 3.22  0.001
89 H 2.57 -1.59 1.96  0.007
90 H 2.23 -1.92 3.68  0.001
91 H 2.42 0.85 2.42  0.006
92 H 1.56 -0.03 5.21  0.001
93 H 1.53 1.64 4.61  -0.004
94 H 3.08 0.80 4.82  0.001
95 H -0.03 1.03 2.73  -0.006
96 H -0.08 -0.60 3.34  -0.024

Properties
- E_LUMO (spin up / spin down): 0.072 / 0.072 Ha
- Multiplicity: 4
- Highest occupied orbital energy (spin up / spin down): -3.39 / -3.72 eV
- ⟨S²⟩: 3.7695
- Net charge: -1

***

Entry 2:
Molecular formula: C2H5O2S
Method: DFT, wB97M-V/def2-TZVPD

Last column: natural (NBO) charge in e.
Element x y z (Å)
1 C -0.90 1.07 -1.94  -0.723
2 S -0.92 1.35 -0.03  -0.683
3 H -1.79 1.70 -2.10  0.200
4 H -0.16 1.69 -2.41  0.188
5 H -0.99 0.01 -2.05  0.206
6 O 1.78 -2.46 1.62  -0.641
7 C 1.11 -1.50 1.93  0.649
8 O 1.07 -0.40 1.19  -0.756
9 H 0.54 -1.64 2.86  0.076
10 H 0.26 0.19 0.93  0.484

Properties
- E_LUMO: 0.148 Ha
- Multiplicity: 1
- Highest occupied orbital energy: -3.11 eV
- Net charge: -1

***

Entry 3:
Molecular formula: C27H57O9PS
Method: DFT, wB97M-V/def2-TZVPD

Last column: Löwdin charge in e.
Element x y z (Å)
1 C -3.93 -2.08 2.93  -0.016
2 C -3.32 -1.67 1.61  -0.494
3 C -2.04 -2.35 1.21  -0.037
4 O -3.83 -0.82 0.92  0.040
5 H -4.84 -1.51 3.12  0.068
6 H -4.15 -3.15 2.92  0.088
7 H -3.22 -1.91 3.74  0.089
8 H -2.19 -3.43 1.15  0.091
9 H -1.28 -2.17 1.97  0.090
10 H -1.70 -1.97 0.25  0.053
11 C -8.46 0.95 2.11  -0.023
12 C -7.16 1.32 2.78  -0.497
13 C -5.97 1.51 1.89  -0.024
14 O -7.09 1.44 3.99  0.052
15 H -9.25 0.83 2.85  0.080
16 H -8.74 1.71 1.38  0.083
17 H -8.32 0.02 1.55  0.085
18 H -6.16 2.27 1.14  0.086
19 H -5.75 0.58 1.36  0.064
20 H -5.10 1.78 2.48  0.086
21 C -2.76 2.68 -3.63  -0.020
22 C -2.91 1.80 -4.84  -0.500
23 C -3.30 2.49 -6.13  -0.025
24 O -2.73 0.60 -4.80  0.038
25 H -2.48 2.08 -2.77  0.086
26 H -2.01 3.45 -3.81  0.070
27 H -3.70 3.20 -3.43  0.082
28 H -2.55 3.25 -6.38  0.084
29 H -4.25 3.01 -6.00  0.082
30 H -3.37 1.76 -6.94  0.080
31 C 1.09 -4.22 -2.18  -0.016
32 C 1.21 -3.88 -0.72  -0.495
33 C 2.09 -4.78 0.11  -0.027
34 O 0.64 -2.93 -0.24  0.047
35 H 0.44 -3.50 -2.68  0.075
36 H 2.08 -4.21 -2.64  0.087
37 H 0.69 -5.23 -2.31  0.086
38 H 3.10 -4.76 -0.28  0.070
39 H 1.73 -5.81 0.06  0.085
40 H 2.10 -4.45 1.15  0.082
41 C -5.22 -0.12 8.82  -0.028
42 C -5.40 -0.91 7.54  -0.506
43 C -5.94 -0.15 6.36  -0.039
44 O -5.12 -2.08 7.48  0.062
45 H -4.82 -0.76 9.60  0.079
46 H -4.54 0.72 8.65  0.083
47 H -6.17 0.30 9.14  0.083
48 H -5.29 0.69 6.11  0.087
49 H -6.92 0.29 6.60  0.086
50 H -6.04 -0.80 5.50  0.070
51 C -3.78 6.54 -2.40  -0.025
52 C -2.49 6.66 -3.19  -0.503
53 C -2.36 7.87 -4.08  -0.025
54 O -1.62 5.83 -3.11  0.062
55 H -3.77 5.64 -1.80  0.079
56 H -3.91 7.42 -1.76  0.085
57 H -4.63 6.53 -3.09  0.085
58 H -2.44 8.78 -3.48  0.085
59 H -3.17 7.89 -4.81  0.085
60 H -1.40 7.85 -4.59  0.082
61 C 6.12 -1.04 -0.36  -0.032
62 C 4.99 -1.96 0.01  -0.492
63 C 3.76 -1.31 0.60  -0.009
64 O 5.06 -3.16 -0.14  0.044
65 H 6.95 -1.62 -0.75  0.079
66 H 5.81 -0.30 -1.09  0.061
67 H 6.46 -0.50 0.53  0.085
68 H 3.36 -0.58 -0.11  0.093
69 H 4.04 -0.75 1.50  0.088
70 H 3.00 -2.04 0.83  0.059
71 C 7.58 3.11 -3.75  -0.024
72 C 7.51 1.75 -3.09  -0.494
73 C 8.67 0.82 -3.35  -0.018
74 O 6.59 1.43 -2.39  0.065
75 H 6.70 3.69 -3.49  0.081
76 H 8.48 3.63 -3.43  0.085
77 H 7.64 2.99 -4.84  0.085
78 H 9.60 1.28 -3.03  0.086
79 H 8.77 0.64 -4.43  0.086
80 H 8.52 -0.12 -2.83  0.077
81 C 10.46 -2.94 2.40  -0.026
82 C 9.04 -2.58 2.02  -0.498
83 C 7.98 -3.61 2.32  -0.013
84 O 8.77 -1.52 1.50  0.064
85 H 11.13 -2.13 2.14  0.080
86 H 10.51 -3.15 3.47  0.084
87 H 10.76 -3.86 1.89  0.084
88 H 7.96 -3.83 3.39  0.086
89 H 8.22 -4.55 1.81  0.089
90 H 7.01 -3.26 1.99  0.069
91 P -3.22 -2.21 -2.71  0.397
92 S -3.12 -4.12 -3.62  0.201
93 H -3.92 -1.49 -3.70  -0.164
94 H -4.34 -2.42 -1.87  -0.154
95 H -4.43 -4.35 -3.84  -0.223

Properties
- E_LUMO: 0.020 Ha
- Multiplicity: 1
- SMILES string: CC(C)=O.CC(C)=O.CC(C)=O.CC(C)=O.CC(C)=O.CC(C)=O.CC(C)=O.CC(C)=O.CC(C)=O.PS
- Highest occupied orbital energy: -9.03 eV

***

Entry 4:
Molecular formula: C7H18BN2O3P
Method: DFT, wB97M-V/def2-TZVPD

Last column: natural (NBO) charge in e.
Element x y z (Å)
1 H 3.75 -2.17 0.68  0.334
2 N 3.04 -1.57 0.17  -0.657
3 C 3.49 -1.44 -1.14  0.328
4 C 4.96 -2.20 -1.43  -0.709
5 C 2.73 -0.60 -2.32  -0.847
6 B 1.20 -1.09 -2.66  0.246
7 P -0.20 -1.44 -1.40  0.927
8 N -0.12 -3.23 -1.11  -1.071
9 O 0.09 -0.71 0.16  -0.979
10 H 4.80 -3.31 -1.03  0.234
11 H 5.76 -1.66 -0.73  0.242
12 H 5.28 -2.16 -2.56  0.229
13 H 3.37 -0.78 -3.32  0.241
14 H 2.69 0.56 -2.15  0.283
15 H 0.93 -1.26 -3.81  -0.049
16 H 0.76 -3.33 -0.53  0.379
17 H 0.19 -3.60 -2.06  0.370
18 H 0.64 0.12 0.10  0.501
19 C -2.95 1.06 0.43  -0.635
20 C -2.27 1.17 1.78  -0.075
21 O -1.88 2.53 2.04  -0.510
22 C -2.68 3.47 2.59  0.797
23 C -4.16 3.20 2.67  -0.744
24 O -2.23 4.55 2.94  -0.581
25 H -3.87 1.65 0.39  0.202
26 H -3.19 0.02 0.20  0.227
27 H -2.30 1.45 -0.37  0.218
28 H -2.88 0.77 2.59  0.173
29 H -1.35 0.58 1.76  0.218
30 H -4.65 3.60 1.78  0.245
31 H -4.55 3.70 3.56  0.246
32 H -4.41 2.14 2.78  0.217

Properties
- E_LUMO: -0.027 Ha
- Multiplicity: 1
- SMILES string: [H]/N=C(\C)CBP(N)O.CCOC(C)=O
- Highest occupied orbital energy: -8.07 eV

***

Entry 5:
Molecular formula: C12H13BrF3O7
Method: DFT, wB97M-V/def2-TZVPD

Last column: natural (NBO) charge in e.
Element x y z (Å)
1 C -0.38 2.31 -4.51  -0.739
2 C 1.12 1.67 -4.20  0.783
3 O 2.12 1.99 -5.05  -0.572
4 O 1.40 0.76 -3.05  -0.521
5 C 0.75 1.43 -1.91  -0.089
6 C 1.48 1.10 -0.44  -0.471
7 C 1.27 2.50 0.45  -0.082
8 C -0.08 2.80 0.98  -0.169
9 Br -1.80 1.79 0.83  0.183
10 C 0.21 4.25 1.70  0.745
11 O -0.80 5.11 1.93  -0.523
12 O 1.65 4.36 1.96  -0.522
13 C 2.34 3.68 0.83  0.772
14 O 3.51 3.98 0.22  -0.502
15 H -1.23 1.67 -4.02  0.242
16 H -0.53 2.55 -5.65  0.262
17 H -0.38 3.36 -3.93  0.243
18 H -0.40 1.16 -1.83  0.212
19 H 0.91 2.61 -2.06  0.179
20 H 2.64 0.86 -0.57  0.260
21 H 0.97 0.18 0.11  0.294
22 C -1.39 -3.24 3.57  -0.646
23 C -1.33 -4.52 2.75  -0.066
24 O -1.68 -4.33 1.39  -0.581
25 C -0.71 -3.74 0.48  0.321
26 O 0.45 -4.39 0.55  -0.891
27 C -0.57 -2.17 0.63  0.912
28 F -1.78 -1.60 0.91  -0.365
29 F -0.16 -1.60 -0.54  -0.359
30 F 0.29 -1.75 1.59  -0.347
31 H -2.27 -2.64 3.31  0.203
32 H -1.42 -3.47 4.64  0.186
33 H -0.50 -2.62 3.41  0.216
34 H -2.08 -5.20 3.16  0.152
35 H -0.37 -5.03 2.88  0.187
36 H -1.26 -3.81 -0.47  0.090

Properties
- E_LUMO: 0.005 Ha
- Multiplicity: 1
- Highest occupied orbital energy: -3.88 eV
- Net charge: -1